Here is 2 unconnected molecules or ions with the total composition CH2BrO2S in a non-equilibrium geometry from the OMol25 dataset. Energies are from the ωB97M-V functional and the def2-TZVPD basis.

- E_LUMO (alpha / beta): 3.181 / 2.995 eV
- ΔE to the lowest compared entry with this formula, charge and spin: 4.656 eV
- Total charge: -1
- Maximum force: 3.59 eV Å⁻¹

CARTESIAN COORDINATES (ANGSTROEM)
C  1.36723  0.36402  0.08370
O  2.74116  2.43408  -0.87639
O  0.83208  2.76755  0.70374
S  2.03768  1.97335  0.40116
Br  2.46544  -1.05323  -0.22468
H  0.87291  0.24254  1.06263
H  -1.64206  -0.63948  -0.06088